{
  "formula": "C53H42F3NPRhS3Sb",
  "method": "wB97M-V/def2-TZVPD",
  "charge": -1,
  "homo_lumo_gap_ev": [5.5091, 5.8508],
  "multiplicity": 5,
  "e_lumo_ev": [2.283, 1.429],
  "elements": ["Rh", "S", "C", "S", "S", "C", "C", "C", "C", "C", "C", "C", "P", "C", "C", "C", "C", "C", "C", "C", "C", "C", "C", "C", "C", "C", "C", "H", "H", "H", "H", "H", "H", "H", "H", "H", "H", "H", "H", "H", "H", "H", "H", "H", "H", "H", "H", "F", "C", "C", "C", "C", "C", "C", "Sb", "C", "C", "C", "C", "F", "C", "C", "C", "C", "C", "C", "F", "C", "C", "H", "H", "H", "H", "H", "H", "H", "H", "H", "H", "H", "H", "N", "C", "C", "C", "C", "C", "C", "C", "C", "C", "C", "C", "C", "C", "H", "H", "H", "H", "H", "H", "H", "H", "H", "H"],
  "xyz": [[-0.162, -0.855, 0.557], [-2.967, -3.963, 2.838], [-2.064, -2.845, 2.004], [-2.331, -1.139, 2.123], [-0.775, -3.289, 0.932], [1.781, -3.974, -1.131], [2.553, -3.211, -2.178], [3.177, -3.907, -3.213], [3.920, -3.252, -4.183], [4.036, -1.870, -4.138], [3.410, -1.160, -3.124], [2.676, -1.810, -2.132], [1.921, -0.894, -0.695], [2.025, 0.824, -1.346], [2.797, 1.791, -0.708], [2.830, 3.102, -1.160], [2.065, 3.471, -2.254], [1.288, 2.518, -2.896], [1.262, 1.189, -2.475], [0.448, 0.209, -3.285], [3.368, -1.080, 0.452], [4.643, -0.741, 0.000], [5.797, -1.120, 0.670], [5.694, -1.925, 1.811], [4.457, -2.258, 2.299], [3.252, -1.801, 1.688], [2.046, -2.049, 2.351], [1.592, -4.999, -1.452], [0.825, -3.501, -0.913], [2.330, -4.012, -0.184], [3.074, -4.987, -3.253], [4.401, -3.817, -4.974], [4.615, -1.344, -4.888], [3.496, -0.080, -3.114], [3.379, 1.508, 0.161], [3.445, 3.841, -0.656], [2.072, 4.496, -2.606], [0.689, 2.802, -3.755], [-0.426, 0.699, -3.714], [0.106, -0.634, -2.688], [1.046, -0.199, -4.106], [4.743, -0.178, -0.920], [6.767, -0.827, 0.288], [6.591, -2.284, 2.302], [4.361, -2.865, 3.194], [1.125, -1.590, 2.038], [1.999, -2.654, 3.248], [-4.565, 0.618, -6.767], [-4.082, 0.412, -5.519], [-3.364, -0.739, -5.269], [-2.879, -0.945, -3.983], [-3.104, -0.019, -2.961], [-3.823, 1.138, -3.266], [-4.322, 1.359, -4.548], [-2.421, -0.495, -0.942], [-4.044, -1.880, -0.730], [-5.339, -1.532, -0.355], [-6.313, -2.502, -0.168], [-5.973, -3.824, -0.361], [-6.913, -4.774, -0.152], [-4.717, -4.206, -0.769], [-3.753, -3.223, -0.953], [-2.951, 1.435, -0.151], [-1.939, 2.391, -0.242], [-2.118, 3.684, 0.237], [-3.329, 4.009, 0.807], [-3.516, 5.263, 1.275], [-4.358, 3.099, 0.917], [-4.159, 1.808, 0.436], [-3.196, -1.452, -6.069], [-2.318, -1.854, -3.777], [-4.001, 1.882, -2.496], [-4.888, 2.250, -4.795], [-5.618, -0.498, -0.223], [-7.319, -2.243, 0.138], [-4.487, -5.256, -0.902], [-2.758, -3.525, -1.256], [-0.981, 2.134, -0.675], [-1.324, 4.421, 0.185], [-5.295, 3.396, 1.372], [-4.960, 1.093, 0.555], [0.155, 0.925, 1.489], [0.473, 1.415, 2.602], [0.341, 2.897, 2.884], [-0.374, 3.330, 3.999], [-0.455, 4.682, 4.301], [0.187, 5.618, 3.497], [0.882, 5.193, 2.373], [0.952, 3.838, 2.067], [1.032, 0.610, 3.757], [0.242, -0.248, 4.515], [0.801, -0.957, 5.574], [2.145, -0.804, 5.888], [2.936, 0.054, 5.132], [2.382, 0.757, 4.073], [-0.873, 2.600, 4.627], [-1.018, 5.009, 5.168], [0.149, 6.671, 3.750], [1.376, 5.918, 1.736], [1.478, 3.498, 1.188], [-0.805, -0.377, 4.266], [0.178, -1.638, 6.144], [2.576, -1.348, 6.720], [3.989, 0.174, 5.366], [3.001, 1.421, 3.476]]
}



{
  "formula": "C53H44Cl3MnN5O7S",
  "method": "wB97M-V/def2-TZVPD",
  "charge": -2,
  "de_lowest_kcal_mol": 11.33,
  "homo_lumo_gap_ev": [4.6165, 4.2725],
  "multiplicity": 2,
  "e_lumo_ev": [3.524, 3.524],
  "elements": ["Mn", "Cl", "C", "C", "C", "Cl", "C", "C", "C", "C", "N", "C", "C", "O", "H", "H", "H", "H", "C", "O", "C", "C", "C", "C", "C", "C", "N", "C", "N", "C", "C", "C", "C", "C", "C", "O", "C", "N", "C", "C", "C", "C", "C", "C", "O", "C", "H", "H", "H", "H", "H", "H", "H", "H", "H", "H", "H", "H", "H", "H", "H", "H", "H", "H", "H", "H", "H", "H", "Cl", "C", "C", "C", "C", "C", "C", "C", "H", "H", "H", "H", "H", "H", "O", "C", "N", "C", "O", "C", "C", "C", "C", "C", "C", "H", "H", "H", "H", "C", "S", "O", "C", "C", "C", "C", "C", "C", "H", "H", "H", "H", "H", "H", "H", "H"],
  "xyz": [[1.422, -0.637, 0.114], [5.027, -4.006, 0.958], [4.377, -3.044, 2.256], [4.728, -3.367, 3.568], [4.273, -2.616, 4.618], [4.810, -3.019, 6.247], [3.385, -1.539, 4.413], [2.833, -0.732, 5.432], [1.925, 0.236, 5.106], [1.574, 0.416, 3.757], [2.104, -0.280, 2.789], [3.001, -1.237, 3.078], [3.554, -1.945, 1.919], [3.318, -1.581, 0.731], [5.375, -4.216, 3.747], [3.134, -0.895, 6.459], [1.471, 0.854, 5.872], [0.830, 1.151, 3.460], [-4.621, 2.129, -5.254], [-3.491, 1.969, -4.430], [-2.266, 2.231, -4.980], [-2.071, 2.745, -6.247], [-0.777, 2.974, -6.712], [0.302, 2.672, -5.903], [0.111, 2.145, -4.629], [-1.174, 1.921, -4.146], [-1.455, 1.355, -2.918], [-0.563, 1.118, -1.855], [0.245, 2.167, -1.623], [1.334, 2.373, -0.734], [1.937, 1.365, 0.029], [3.087, 1.801, 0.720], [3.556, 3.108, 0.724], [2.892, 4.086, -0.008], [1.796, 3.696, -0.747], [1.144, 4.621, -1.580], [1.918, 4.967, -2.716], [-0.542, 0.017, -1.201], [-1.514, -0.972, -1.473], [-1.116, -2.213, -1.955], [-2.022, -3.255, -2.112], [-3.350, -3.070, -1.770], [-3.785, -1.823, -1.338], [-2.887, -0.767, -1.233], [-3.276, 0.516, -0.989], [-4.598, 0.729, -0.535], [-5.473, 1.804, -4.663], [-4.551, 1.514, -6.156], [-4.764, 3.174, -5.546], [-2.912, 2.972, -6.888], [-0.630, 3.371, -7.709], [1.312, 2.832, -6.262], [0.960, 1.867, -4.016], [-2.395, 1.020, -2.785], [0.002, 3.004, -2.126], [3.656, 1.065, 1.272], [4.448, 3.368, 1.287], [3.224, 5.119, -0.023], [2.851, 5.459, -2.428], [1.315, 5.647, -3.319], [2.165, 4.080, -3.309], [-0.066, -2.356, -2.173], [-1.680, -4.213, -2.484], [-4.061, -3.885, -1.841], [-4.827, -1.676, -1.086], [-4.657, 1.783, -0.273], [-4.807, 0.133, 0.350], [-5.325, 0.513, -1.326], [5.517, -5.334, -4.050], [4.582, -3.988, -3.394], [5.163, -3.130, -2.468], [4.456, -2.032, -2.015], [3.140, -1.751, -2.449], [2.439, -0.554, -2.026], [2.588, -2.666, -3.373], [3.296, -3.762, -3.847], [6.169, -3.324, -2.115], [4.903, -1.366, -1.288], [1.608, -0.305, -2.693], [3.120, 0.283, -1.882], [1.583, -2.490, -3.747], [2.859, -4.429, -4.582], [0.708, -2.539, 0.049], [-0.032, -2.464, 1.025], [-0.128, -1.318, 1.731], [-0.886, -1.549, 2.831], [-1.086, -0.741, 3.725], [-1.427, -2.963, 2.768], [-2.292, -3.666, 3.574], [-2.629, -4.966, 3.196], [-2.104, -5.532, 2.042], [-1.210, -4.817, 1.243], [-0.891, -3.536, 1.628], [-2.701, -3.215, 4.470], [-3.303, -5.551, 3.810], [-2.393, -6.538, 1.765], [-0.775, -5.245, 0.348], [-1.848, 2.795, 1.424], [-1.767, 1.181, 2.291], [-3.028, 0.483, 1.889], [-2.171, 1.909, 3.896], [-3.345, 1.510, 4.511], [-3.665, 1.989, 5.775], [-2.804, 2.863, 6.428], [-1.621, 3.252, 5.811], [-1.301, 2.773, 4.548], [-2.667, 3.425, 1.772], [-1.970, 2.533, 0.371], [-0.883, 3.288, 1.564], [-3.989, 0.820, 3.979], [-4.585, 1.677, 6.256], [-3.053, 3.240, 7.413], [-0.945, 3.932, 6.316], [-0.375, 3.075, 4.069]]
}



{
  "formula": "C53H44FKN6O6P2SSi",
  "method": "wB97M-V/def2-TZVPD",
  "charge": -2,
  "de_lowest_kcal_mol": 25.43,
  "homo_lumo_gap_ev": 4.6578,
  "multiplicity": 1,
  "e_lumo_ev": 3.883,
  "elements": ["K", "C", "Si", "C", "C", "C", "C", "C", "C", "P", "C", "C", "C", "C", "C", "C", "C", "C", "C", "C", "C", "C", "C", "C", "C", "C", "C", "C", "P", "C", "C", "C", "C", "C", "C", "C", "C", "C", "C", "C", "C", "H", "H", "H", "H", "H", "H", "H", "H", "H", "H", "H", "H", "H", "H", "H", "H", "H", "H", "H", "H", "H", "H", "H", "H", "H", "H", "H", "H", "H", "H", "H", "N", "C", "C", "C", "C", "C", "C", "S", "O", "O", "N", "C", "N", "C", "C", "C", "N", "H", "H", "H", "H", "H", "H", "H", "H", "H", "F", "C", "C", "N", "C", "C", "O", "O", "C", "O", "N", "C", "O", "H", "H", "H", "H"],
  "xyz": [[0.078, 0.782, 1.101], [-0.504, 2.956, -1.489], [-1.278, 1.524, -2.550], [-3.046, 2.308, -2.505], [-3.727, 3.276, -3.243], [-4.986, 3.729, -2.852], [-5.577, 3.235, -1.698], [-4.918, 2.278, -0.930], [-3.675, 1.802, -1.334], [-2.621, 0.567, -0.416], [-3.747, 0.332, 1.082], [-3.453, 1.107, 2.203], [-4.212, 1.028, 3.363], [-5.289, 0.156, 3.427], [-5.599, -0.630, 2.323], [-4.837, -0.538, 1.162], [-3.041, -1.030, -1.258], [-2.661, -2.221, -0.635], [-2.929, -3.450, -1.228], [-3.582, -3.510, -2.452], [-3.953, -2.331, -3.084], [-3.681, -1.103, -2.493], [-0.347, 1.921, -4.191], [-0.733, 2.544, -5.380], [0.174, 2.746, -6.421], [1.492, 2.338, -6.284], [1.897, 1.669, -5.131], [0.985, 1.421, -4.113], [1.312, 0.403, -2.589], [3.146, 0.135, -2.808], [3.743, -0.928, -3.482], [5.127, -1.017, -3.590], [5.939, -0.040, -3.028], [5.357, 1.025, -2.351], [3.975, 1.109, -2.243], [0.729, -1.266, -3.116], [0.922, -2.289, -2.185], [0.517, -3.588, -2.464], [-0.092, -3.882, -3.677], [-0.295, -2.868, -4.605], [0.115, -1.568, -4.327], [-0.664, 3.934, -1.956], [0.574, 2.829, -1.355], [-0.960, 2.982, -0.490], [-3.268, 3.706, -4.128], [-5.502, 4.478, -3.445], [-6.553, 3.596, -1.390], [-5.385, 1.907, -0.026], [-2.599, 1.776, 2.173], [-3.944, 1.626, 4.225], [-5.877, 0.077, 4.335], [-6.434, -1.320, 2.366], [-5.092, -1.155, 0.309], [-2.137, -2.170, 0.315], [-2.615, -4.365, -0.736], [-3.791, -4.469, -2.915], [-4.446, -2.366, -4.049], [-3.963, -0.187, -2.999], [-1.755, 2.890, -5.496], [-0.149, 3.230, -7.337], [2.205, 2.523, -7.080], [2.922, 1.327, -5.049], [3.124, -1.701, -3.923], [5.573, -1.854, -4.116], [7.018, -0.112, -3.112], [5.977, 1.786, -1.890], [3.533, 1.933, -1.689], [1.397, -2.054, -1.235], [0.662, -4.370, -1.726], [-0.423, -4.892, -3.892], [-0.784, -3.087, -5.548], [-0.057, -0.780, -5.052], [4.908, 2.772, 6.651], [4.324, 2.770, 5.372], [4.981, 3.369, 4.297], [4.430, 3.326, 3.027], [3.214, 2.697, 2.823], [2.549, 2.103, 3.886], [3.107, 2.132, 5.154], [2.470, 2.654, 1.210], [1.088, 3.041, 1.447], [3.248, 3.518, 0.352], [2.401, 1.142, 0.705], [3.459, 0.304, 0.817], [4.651, 0.704, 1.321], [5.601, -0.210, 1.434], [5.445, -1.528, 1.042], [4.207, -1.831, 0.489], [3.227, -0.958, 0.372], [5.523, 3.550, 6.824], [4.251, 2.637, 7.402], [5.936, 3.858, 4.460], [4.935, 3.768, 2.178], [1.591, 1.618, 3.732], [2.589, 1.658, 5.981], [6.544, 0.139, 1.848], [6.230, -2.263, 1.147], [3.999, -2.830, 0.110], [-4.587, -4.293, 4.064], [-3.415, -3.976, 4.638], [-2.421, -3.442, 3.928], [-1.199, -3.132, 4.468], [-0.191, -2.526, 3.588], [-0.721, -1.170, 3.075], [-0.918, -0.289, 3.929], [-0.902, -1.116, 1.831], [-0.939, -3.328, 5.807], [0.126, -3.116, 6.346], [-2.018, -3.844, 6.516], [-3.269, -4.236, 6.056], [-4.090, -4.737, 6.797], [-2.543, -3.214, 2.874], [-0.011, -3.181, 2.736], [0.717, -2.394, 4.167], [-1.843, -3.995, 7.498]]
}



{
  "formula": "C53H45BaBrN7O2PS",
  "method": "wB97M-V/def2-TZVPD",
  "charge": -2,
  "de_lowest_kcal_mol": 0.00,
  "homo_lumo_gap_ev": 4.6737,
  "multiplicity": 1,
  "e_lumo_ev": 3.632,
  "elements": ["Ba", "O", "C", "C", "C", "C", "C", "C", "C", "N", "N", "C", "O", "C", "C", "C", "C", "C", "C", "H", "H", "H", "H", "H", "H", "H", "H", "H", "H", "S", "C", "N", "N", "C", "C", "C", "C", "C", "C", "N", "N", "C", "C", "C", "C", "C", "C", "H", "H", "H", "H", "H", "H", "H", "H", "H", "H", "H", "C", "C", "C", "C", "C", "C", "C", "P", "C", "C", "C", "C", "C", "C", "C", "C", "C", "C", "C", "C", "C", "C", "H", "H", "H", "H", "H", "H", "H", "H", "H", "H", "H", "H", "H", "H", "H", "H", "H", "H", "H", "H", "Br", "C", "C", "C", "N", "C", "C", "H", "H", "H", "H"],
  "xyz": [[-1.114, 0.369, -0.668], [-3.113, 0.887, 0.761], [-4.358, 0.596, 0.804], [-5.050, 0.624, 2.046], [-6.373, 0.268, 2.165], [-7.106, -0.125, 1.042], [-6.472, -0.123, -0.186], [-5.129, 0.226, -0.350], [-4.630, 0.202, -1.727], [-3.436, 0.433, -2.111], [-3.218, 0.360, -3.478], [-2.018, 0.783, -3.813], [-1.132, 1.304, -3.071], [-1.689, 0.616, -5.269], [-0.366, 0.748, -5.672], [-0.015, 0.586, -7.004], [-0.988, 0.301, -7.951], [-2.313, 0.171, -7.554], [-2.662, 0.321, -6.222], [-4.468, 0.910, 2.915], [-6.846, 0.279, 3.142], [-8.146, -0.415, 1.129], [-7.031, -0.408, -1.073], [-5.378, -0.006, -2.503], [0.376, 0.970, -4.916], [1.023, 0.675, -7.302], [-0.715, 0.173, -8.992], [-3.078, -0.057, -8.288], [-3.684, 0.206, -5.892], [-0.730, -2.450, -2.209], [0.990, -2.233, -2.231], [1.884, -3.140, -2.390], [1.390, -4.390, -2.603], [2.223, -5.474, -2.571], [3.614, -5.339, -2.451], [4.418, -6.464, -2.449], [3.883, -7.742, -2.563], [2.504, -7.873, -2.676], [1.682, -6.764, -2.681], [1.507, -0.906, -1.935], [2.567, -0.652, -2.512], [3.152, 0.609, -2.195], [4.525, 0.673, -2.407], [5.221, 1.838, -2.141], [4.543, 2.957, -1.678], [3.169, 2.902, -1.488], [2.472, 1.735, -1.747], [0.381, -4.494, -2.552], [4.028, -4.347, -2.355], [5.491, -6.338, -2.353], [4.523, -8.614, -2.557], [2.059, -8.858, -2.760], [0.608, -6.877, -2.768], [5.023, -0.218, -2.767], [6.294, 1.871, -2.288], [5.082, 3.871, -1.460], [2.638, 3.773, -1.126], [1.400, 1.716, -1.626], [2.333, 3.276, 4.558], [2.047, 4.126, 3.354], [2.435, 5.462, 3.367], [2.176, 6.309, 2.301], [1.508, 5.825, 1.190], [1.114, 4.496, 1.165], [1.381, 3.626, 2.221], [0.784, 1.899, 1.975], [0.035, 1.491, 3.611], [0.570, 0.461, 4.380], [-0.056, 0.032, 5.541], [-1.234, 0.641, 5.946], [-1.774, 1.666, 5.184], [-1.164, 2.097, 4.011], [-1.807, 3.178, 3.191], [2.265, 0.895, 1.819], [3.548, 1.433, 1.696], [4.623, 0.683, 1.274], [4.390, -0.659, 0.909], [3.154, -1.222, 0.996], [2.014, -0.494, 1.487], [0.767, -1.065, 1.602], [3.117, 3.731, 5.165], [2.649, 2.276, 4.267], [1.440, 3.165, 5.175], [2.957, 5.844, 4.238], [2.494, 7.343, 2.342], [1.293, 6.473, 0.349], [0.582, 4.109, 0.302], [1.479, -0.020, 4.039], [0.368, -0.781, 6.117], [-1.738, 0.315, 6.849], [-2.700, 2.139, 5.495], [-2.651, 3.612, 3.729], [-2.185, 2.757, 2.255], [-1.104, 3.976, 2.953], [3.699, 2.489, 1.903], [5.602, 1.132, 1.161], [5.211, -1.256, 0.523], [2.998, -2.246, 0.674], [-0.036, -0.531, 2.081], [0.548, -2.070, 1.266], [-6.134, -3.223, 3.590], [-4.577, -2.704, 2.631], [-3.528, -2.109, 3.304], [-2.421, -1.735, 2.558], [-2.316, -1.933, 1.246], [-3.344, -2.500, 0.629], [-4.509, -2.905, 1.270], [-3.566, -1.920, 4.367], [-1.580, -1.260, 3.048], [-3.237, -2.637, -0.442], [-5.329, -3.336, 0.716]]
}



no.,E (Eh)
1,-4285.9145
2,-5776.2872
3,-4896.4119
4,-5919.6139